A 2-piece molecular cluster, C4H12 overall, computed with ωB97M-V with the def2-TZVPD basis set.

XYZ file:
```
16
Properties=species:S:1:pos:R:3:nbo_charge:R:1
C -0.101 1.772 -1.675 -0.607
C 0.508 2.981 -0.945 -0.612
H -1.018 1.368 -1.238 0.200
H -0.269 1.934 -2.735 0.204
H 0.576 0.926 -1.511 0.199
H 0.889 2.727 0.040 0.210
H -0.147 3.830 -1.079 0.206
H 1.452 3.221 -1.457 0.199
C 0.404 -2.362 0.919 -0.606
C -0.883 -2.333 1.721 -0.609
H 0.903 -3.335 0.949 0.201
H 0.261 -2.202 -0.150 0.202
H 1.107 -1.659 1.362 0.203
H -0.593 -2.527 2.750 0.203
H -1.701 -2.978 1.394 0.205
H -1.387 -1.361 1.656 0.201
```

Summary:
Relative energy (zero: lowest compared OMol25 entry of this formula, charge and spin) ... 7.9 kcal per mole
E_HOMO ... -11.540 eV
SMILES string ... CC.CC
Spin multiplicity ... 1



C24H16AuCl2F6N3O6S4 as an isolated structure, computed with ωB97M-V with the def2-TZVPD basis set.

XYZ file:
```
62
Properties=species:S:1:pos:R:3:nbo_charge:R:1
Au -0.760 0.068 1.197 1.269
Cl 1.438 -2.714 2.890 0.085
C 0.958 -2.314 4.509 -0.021
C 1.217 -3.185 5.562 -0.182
C 0.819 -2.877 6.849 -0.184
C 0.129 -1.700 7.111 -0.239
C -0.125 -0.822 6.077 -0.024
Cl -0.959 0.643 6.395 0.027
C 0.301 -1.095 4.762 -0.286
S 0.140 0.169 3.579 -0.059
H 1.745 -4.099 5.351 0.229
H 1.042 -3.554 7.659 0.227
H -0.193 -1.462 8.113 0.235
C 4.470 1.518 -3.860 -0.630
C 3.082 1.157 -3.434 0.016
C 2.866 0.636 -2.161 -0.207
C 1.593 0.299 -1.739 -0.173
C 0.533 0.496 -2.601 -0.346
C 0.715 1.035 -3.858 -0.102
C 1.992 1.359 -4.275 -0.238
S -1.096 -0.016 -2.112 2.366
O -2.103 0.372 -3.045 -0.915
O -1.170 -1.310 -1.467 -1.010
N -1.261 0.981 -0.761 -0.925
C -1.816 2.186 -0.684 0.164
C -2.143 3.005 -1.776 -0.260
C -2.688 4.266 -1.583 -0.143
C -2.940 4.763 -0.324 -0.251
C -2.662 3.975 0.811 -0.087
C -2.952 4.392 2.127 -0.070
C -2.713 3.541 3.175 -0.273
C -2.144 2.291 2.913 0.071
N -1.839 1.897 1.697 -0.452
C -2.091 2.687 0.637 0.189
H 5.150 0.691 -3.668 0.225
H 4.821 2.375 -3.284 0.222
H 4.511 1.772 -4.916 0.217
H 3.706 0.477 -1.501 0.216
H 1.423 -0.138 -0.771 0.228
H -0.144 1.141 -4.500 0.233
H 2.148 1.746 -5.271 0.215
H -1.973 2.623 -2.766 0.249
H -2.925 4.866 -2.449 0.223
H -3.370 5.743 -0.184 0.219
H -3.373 5.376 2.283 0.227
H -2.948 3.813 4.192 0.240
H -1.918 1.607 3.718 0.252
F -1.216 -3.780 1.185 -0.330
C -1.092 -3.759 -0.160 0.780
F -2.253 -3.342 -0.617 -0.282
F -0.893 -5.013 -0.540 -0.294
S 0.531 -2.798 -0.354 2.259
O 0.388 -1.623 0.532 -1.008
O 1.431 -3.716 0.271 -0.904
N 1.028 -2.469 -1.793 -1.185
S 0.076 -2.683 -3.037 2.288
O -0.255 -1.523 -3.812 -0.949
O -0.890 -3.705 -2.835 -0.926
C 1.403 -3.434 -4.146 0.734
F 0.917 -3.762 -5.346 -0.315
F 1.951 -4.530 -3.625 -0.313
F 2.384 -2.546 -4.340 -0.322
```

Summary:
Relative energy (zero: lowest compared OMol25 entry of this formula, charge and spin) ... 69.1 kcal per mole
E_HOMO (alpha / beta) ... -8.321 / -8.322 eV
Spin multiplicity ... 1



One molecule with the formula C4H7N3O, computed with ωB97M-V with the def2-TZVPD basis set.

XYZ file:
```
15
Properties=species:S:1:pos:R:3:nbo_charge:R:1
N 0.263 -1.432 1.263 -0.819
C -0.739 -0.651 0.552 -0.193
C 0.153 0.125 -0.499 0.086
O 0.568 -0.976 -1.294 -0.714
C -0.647 1.229 -1.056 0.028
N -0.421 2.400 -0.554 -0.247
N 0.706 2.398 0.221 -0.251
C 1.054 1.077 0.331 0.055
H -0.345 -1.729 2.094 0.357
H 0.367 -2.299 0.680 0.369
H -1.438 -1.257 -0.006 0.191
H -1.251 0.025 1.183 0.206
H 1.238 -0.781 -2.127 0.501
H -1.506 1.185 -1.683 0.202
H 1.996 0.685 0.893 0.229
```

Summary:
Relative energy (zero: lowest compared OMol25 entry of this formula, charge and spin) ... 91.9 kcal per mole
E_HOMO ... -9.646 eV
SMILES string ... NCC1(O)C=NN=C1
Spin multiplicity ... 1



A 2-piece molecular cluster, C4H10O overall, computed with ωB97M-V with the def2-TZVPD basis set.

XYZ file:
```
15
Properties=species:S:1:pos:R:3:nbo_charge:R:1
C 0.749 -1.379 0.659 -0.263
C 1.528 1.057 -1.138 -0.436
O 0.381 -0.187 -0.025 -0.556
H 1.742 -1.674 0.313 0.189
H 0.056 -2.182 0.399 0.183
H 0.830 -1.194 1.734 0.175
H 2.021 0.182 -1.543 0.179
H 2.110 1.672 -0.456 0.180
H 0.977 1.609 -1.886 0.181
C -1.062 0.622 0.306 -0.205
C -2.201 -0.182 0.314 -0.402
H -2.421 -0.912 -0.452 0.178
H -1.011 1.278 1.181 0.192
H -0.675 1.373 -0.417 0.213
H -3.023 -0.082 1.009 0.191
```

Summary:
Relative energy (zero: lowest compared OMol25 entry of this formula, charge and spin) ... 152.9 kcal per mole
E_HOMO (alpha / beta) ... -6.625 / -8.103 eV
Spin multiplicity ... 1



C36H31NPPd as an isolated structure, computed with ωB97M-V with the def2-TZVPD basis set.

XYZ file:
```
70
Properties=species:S:1:pos:R:3:nbo_charge:R:1
Pd 0.369 0.020 -1.209 0.557
C -1.213 -0.941 5.611 -0.243
C -2.030 -0.508 4.574 -0.203
C -1.487 -0.257 3.321 -0.204
C -0.119 -0.413 3.089 -0.307
C 0.689 -0.853 4.133 -0.242
C 0.147 -1.117 5.387 -0.165
P 0.450 -0.017 1.384 0.878
C 2.124 -0.764 1.401 -0.335
C 2.199 -2.156 1.480 -0.233
C 3.423 -2.810 1.439 -0.206
C 4.597 -2.077 1.303 -0.230
C 4.531 -0.692 1.222 -0.230
C 3.306 -0.041 1.281 -0.156
C 0.770 1.780 1.542 -0.331
C 1.074 2.395 2.724 -0.211
C 1.216 3.799 2.799 -0.235
C 1.001 4.559 1.688 -0.171
C 0.658 3.962 0.447 -0.091
C 0.364 4.762 -0.687 -0.233
C 0.001 4.165 -1.853 -0.200
C -0.024 2.753 -1.970 -0.292
C 0.287 1.933 -0.916 -0.051
C 0.588 2.548 0.351 -0.025
H -1.635 -1.147 6.587 0.204
H -3.093 -0.378 4.735 0.208
H -2.129 0.063 2.508 0.229
H 1.751 -0.995 3.968 0.220
H 0.789 -1.459 6.189 0.197
H 1.284 -2.735 1.563 0.222
H 3.458 -3.891 1.495 0.208
H 5.553 -2.583 1.255 0.206
H 5.440 -0.113 1.113 0.207
H 3.263 1.040 1.209 0.217
H 1.184 1.805 3.627 0.214
H 1.471 4.267 3.742 0.203
H 1.073 5.640 1.739 0.199
H 0.413 5.842 -0.601 0.195
H -0.252 4.772 -2.716 0.199
H -0.290 2.304 -2.919 0.219
C 2.108 0.399 -2.352 -0.628
C 1.926 -0.847 -3.089 -0.011
C 1.902 -2.050 -2.373 -0.270
C 1.679 -3.265 -3.016 -0.142
C 1.482 -3.293 -4.382 -0.170
C 1.490 -2.099 -5.116 -0.174
C 1.700 -0.900 -4.477 -0.210
C 1.285 -4.560 -5.065 0.294
N 1.134 -5.562 -5.609 -0.372
H 2.152 1.307 -2.942 0.205
H 2.890 0.349 -1.594 0.212
H 2.099 -2.037 -1.306 0.230
H 1.663 -4.187 -2.448 0.216
H 1.327 -2.128 -6.185 0.214
H 1.680 0.024 -5.041 0.209
C -5.090 -1.595 -1.300 -0.586
C -4.306 -0.280 -1.184 -0.123
C -4.466 0.276 0.239 -0.588
C -4.882 0.736 -2.180 -0.587
C -2.876 -0.514 -1.454 -0.259
C -1.676 -0.667 -1.659 -0.462
H -6.151 -1.432 -1.081 0.183
H -4.696 -2.336 -0.602 0.210
H -4.999 -2.003 -2.308 0.210
H -5.522 0.464 0.463 0.185
H -3.911 1.210 0.347 0.214
H -4.076 -0.438 0.967 0.205
H -5.944 0.914 -1.978 0.183
H -4.776 0.366 -3.202 0.209
H -4.345 1.683 -2.109 0.212
```

Summary:
Total charge ... -1
E_HOMO ... -4.097 eV
Spin multiplicity ... 1



C18H19BeNO2 as an isolated structure, computed with ωB97M-V with the def2-TZVPD basis set.

XYZ file:
```
41
Properties=species:S:1:pos:R:3:nbo_charge:R:1
C 1.079 -0.356 -3.139 -0.188
C 0.829 3.074 -2.433 -0.183
C -0.231 -0.375 -3.433 -0.190
H 1.668 -1.314 -3.123 0.204
C -0.443 2.885 -1.969 -0.191
H 1.397 4.021 -2.231 0.210
H -0.695 -1.288 -3.806 0.203
H -0.950 3.713 -1.440 0.210
C -1.201 0.762 -3.310 -0.457
H -2.209 0.353 -3.381 0.214
H -1.159 1.427 -4.162 0.220
C 1.850 0.796 -2.624 -0.463
H 2.909 0.559 -2.791 0.218
H 1.744 1.001 -1.514 0.231
C 1.543 2.134 -3.376 -0.452
H 1.007 1.979 -4.332 0.219
H 2.515 2.590 -3.659 0.214
C -1.204 1.590 -2.021 -0.444
H -2.249 1.834 -1.761 0.214
H -0.783 0.950 -1.237 0.209
Be 1.896 -0.303 1.098 1.485
H 2.856 -1.217 1.445 -0.623
O 0.459 2.871 1.888 -0.566
C 0.921 1.731 1.876 0.744
O 1.912 1.225 1.135 -0.945
C 0.160 0.659 2.612 0.141
C -1.049 0.799 3.322 -0.232
C -1.674 -0.352 3.805 -0.102
C -1.163 -1.628 3.459 -0.091
C -1.873 -2.827 3.703 -0.180
C -1.370 -4.022 3.208 -0.200
C -0.243 -4.065 2.360 -0.182
C 0.420 -2.887 2.062 -0.198
C 0.039 -1.693 2.673 0.171
N 0.690 -0.540 2.325 -0.625
H -1.426 1.820 3.419 0.258
H -2.604 -0.311 4.385 0.228
H -2.806 -2.752 4.269 0.222
H -1.872 -4.947 3.471 0.222
H 0.100 -4.998 1.913 0.228
H 1.212 -2.898 1.316 0.247
```

Summary:
Relative energy (zero: lowest compared OMol25 entry of this formula, charge and spin) ... 0.2 kcal per mole
E_HOMO ... -8.632 eV
Spin multiplicity ... 1



One molecule with the formula C4H4ClOP, computed with ωB97M-V with the def2-TZVPD basis set.

XYZ file:
```
11
Properties=species:S:1:pos:R:3:nbo_charge:R:1
O -1.727 2.214 2.464 -0.466
C -0.948 1.955 1.640 0.698
C -0.258 1.820 0.568 -0.585
C 0.500 0.683 0.082 -0.348
C 0.166 -0.707 0.455 -0.702
P 1.563 -0.182 1.557 0.628
Cl 0.593 0.544 3.089 -0.230
H -0.489 2.500 -0.359 0.289
H 0.921 0.795 -0.892 0.236
H -0.781 -1.071 0.752 0.241
H 0.486 -1.300 -0.417 0.238
```

Summary:
Relative energy (zero: lowest compared OMol25 entry of this formula, charge and spin) ... 29.6 kcal per mole
E_HOMO ... -8.131 eV
SMILES string ... O=C=C[C@@H]1CP1Cl
Spin multiplicity ... 1



A 2-piece molecular cluster, C5H7NO overall, computed with ωB97M-V with the def2-TZVPD basis set.

XYZ file:
```
14
Properties=species:S:1:pos:R:3:nbo_charge:R:1
C -0.797 -0.859 1.185 -0.683
C -0.240 0.472 0.788 -0.006
C 0.929 0.694 0.160 -0.422
C 1.846 -0.377 -0.273 0.379
O 1.738 -1.549 0.027 -0.523
C -2.343 0.657 -1.923 0.291
N -1.179 0.771 -2.027 -0.749
H -0.684 -1.589 0.378 0.253
H -1.849 -0.780 1.469 0.222
H -0.226 -1.259 2.030 0.250
H -0.864 1.342 0.997 0.210
H -0.212 0.814 -1.760 0.447
H 1.211 1.713 -0.108 0.218
H 2.669 -0.049 -0.943 0.113
```

Summary:
Relative energy (zero: lowest compared OMol25 entry of this formula, charge and spin) ... 60.7 kcal per mole
E_HOMO ... -10.150 eV
Spin multiplicity ... 1



DFT total energy values, unit eV, following the record order: -4342.1838 -130280.9561 -10775.7618 -6351.1735 -52092.7995 -24960.7708 -28069.4014 -8833.5702.
M values, unit g/mol, following the record order: 60.140 952.536 113.120 74.123 615.045 290.367 134.502 97.117.